(1)
ORCA calculation (the ωB97M-V functional and the def2-TZVPD basis) on 11 unconnected molecules or ions with the total composition C24H74N16O11.

```
125
Properties=species:S:1:pos:R:3:forces:R:3:mulliken_charge:R:1
O 2.31707 6.01641 4.61010 -1.4 -0.5 0.5 -0.323
O -2.25011 -4.96967 0.08724 2.1 -0.6 -0.2 -0.650
O -4.19355 0.24210 5.59393 0.4 0.9 0.2 -0.267
O 1.19214 7.93911 -2.81194 -0.1 -0.6 0.2 -0.698
O 0.34757 -3.48704 -7.08710 0.4 -0.4 -0.6 -0.526
O 0.02571 1.84675 -0.04537 0.5 1.3 -0.5 -0.700
O -5.29039 1.47034 -4.68836 0.0 0.3 -0.6 -0.316
O 3.75485 -4.08248 -0.11545 0.5 -1.3 0.7 -0.675
O 2.63641 -4.62233 7.49385 0.5 0.7 -0.3 -0.676
O 4.92879 0.42250 3.49495 -0.8 -2.7 2.5 -0.667
O 7.61634 -0.64800 -4.67785 -0.7 -1.5 0.5 -0.359
N 5.99004 2.27928 2.96321 4.3 6.0 3.4 -0.362
N -1.12282 4.83434 3.65116 0.7 1.9 -0.4 -0.788
N 3.00187 -6.00942 0.74220 -5.2 -3.6 3.0 -0.387
N 3.29955 -2.49381 7.14852 0.2 3.4 2.9 -0.369
N 4.78688 -1.38879 -5.11101 0.2 -1.3 -1.6 -0.621
N 3.31520 -3.81630 5.48884 0.3 -1.2 -3.5 -0.370
N -3.57706 -5.45693 -1.72622 1.0 -0.8 -1.3 -0.386
N 2.13839 6.18611 -1.84833 6.7 -1.3 3.4 -0.370
N -8.72721 2.54302 -3.99075 0.9 -0.1 -0.8 -0.699
N -1.15363 0.23111 -0.94758 -5.2 -1.7 -6.8 -0.355
N -4.91391 -3.28049 5.24878 -1.6 -1.4 -1.2 -0.746
N 0.22300 5.90356 -2.52272 -4.7 -1.4 -1.6 -0.417
N 5.06828 1.25593 1.46202 -2.2 -1.7 -5.4 -0.378
N -0.00231 -0.17614 0.75615 2.5 -4.3 4.1 -0.348
N -4.40071 -4.96004 0.20823 -5.5 0.9 2.9 -0.380
N 5.08049 -5.90295 0.33329 2.5 0.7 -0.2 -0.407
C 5.30386 1.24814 2.73035 -1.2 -1.6 -0.3 0.738
C 0.11729 5.05194 4.45350 -2.1 -2.5 1.5 0.621
C -2.71330 -2.75914 5.78651 0.4 1.4 -1.2 -1.429
C -3.31555 -5.17816 -0.44275 1.8 1.2 -0.4 0.646
C 8.09707 -0.48924 -5.96237 1.3 0.3 0.2 -0.669
C -4.40769 -0.92828 4.84449 0.7 0.8 -1.1 -0.590
C 6.51678 0.12129 -4.28899 -0.6 0.6 0.4 -0.680
C 1.18832 6.76869 -2.40358 -2.9 4.1 -2.8 0.693
C -4.81926 0.55880 -5.68894 0.4 0.5 1.2 -0.774
C 1.23865 5.66974 3.70781 1.0 0.4 0.2 -0.660
C -6.68467 1.63348 -4.79475 0.2 0.8 -1.3 -0.800
C 3.04143 -3.70021 6.77232 -1.1 -3.6 0.7 0.695
C -5.23304 0.68120 6.47240 0.4 -0.5 -0.8 -0.695
C 5.17412 -0.01846 -5.16076 2.4 0.5 2.8 0.567
C -7.28246 2.39130 -3.63615 -2.2 -1.5 1.6 0.624
C 3.92366 -5.22804 0.34798 1.5 3.9 -2.9 0.638
C -7.26756 1.47763 -2.40782 0.9 -0.2 0.1 -1.395
C -4.14163 -2.15290 5.59602 1.8 -1.5 3.9 0.824
C -1.54855 -5.09330 -7.21707 0.7 1.2 0.4 -0.995
C 0.29512 3.65361 5.03918 2.0 -0.2 1.2 -1.522
C -0.30424 0.66951 -0.13102 1.3 5.5 1.3 0.587
C 4.05686 0.83655 -4.65450 -1.3 1.0 -0.8 -1.543
C -0.53266 -4.28388 -6.32301 -1.3 0.1 -0.2 -0.192
C 3.27767 6.81652 4.05391 0.7 2.1 -0.8 -0.791
H -6.12366 0.76919 5.85019 -0.5 -0.3 0.5 0.313
H -0.74316 4.48759 2.78183 -0.6 -0.5 -0.4 0.276
H -5.03178 -0.43293 -5.28967 -0.2 -0.4 -0.6 0.329
H -4.35812 -1.96176 6.64707 -0.5 0.9 0.3 0.001
H 4.33045 1.71678 -4.07274 0.1 0.0 -0.1 0.317
H -2.75694 -5.68545 -2.26962 -0.7 0.0 -0.5 0.217
H 3.28510 -6.73871 1.38097 -0.3 -0.1 -0.2 0.195
H -7.01803 2.18640 -5.67294 0.8 0.9 -0.7 0.301
H 4.70387 -1.74541 -4.16972 -0.2 0.5 0.4 0.276
H 2.84890 6.86784 -1.62359 0.8 -1.0 0.5 0.228
H 7.28993 -0.42764 -6.69233 0.4 0.3 -0.3 0.318
H -7.84538 1.81824 -1.54861 -0.3 0.1 -0.2 0.388
H 5.44370 0.39228 -6.13375 -0.2 -0.8 -0.4 0.205
H -1.01252 -3.56587 -5.65796 -0.7 -0.3 0.2 0.258
H 6.10507 2.96736 2.23286 0.5 -0.1 0.8 0.134
H -1.29501 -0.72566 -1.23862 0.2 0.0 0.7 0.180
H 0.15946 5.11854 -1.89043 -0.5 0.2 -0.4 0.164
H -3.73626 0.67616 -5.72676 0.0 0.0 -0.1 0.235
H -8.74809 3.24410 -4.71749 -0.6 0.2 0.0 0.220
H -2.30152 -2.86361 4.78271 0.2 -0.6 0.0 0.265
H -6.25595 1.31441 -2.03617 0.2 0.2 -0.1 0.304
H -0.06608 -1.12215 0.40818 0.4 -0.3 1.1 0.197
H 3.52092 -1.76466 6.48562 0.1 0.0 0.7 0.175
H -5.82880 -3.01788 4.91098 -0.3 0.0 0.0 0.220
H 4.64468 0.41794 1.08994 -0.2 0.5 -0.4 0.191
H 3.58914 6.57788 3.03699 0.3 -0.9 -0.1 0.273
H -5.28124 -4.94038 -0.28612 0.1 -0.1 0.3 0.157
H 4.13444 7.01299 4.69847 0.1 -1.0 0.2 0.303
H 8.80658 0.33330 -5.87229 -0.4 0.9 -1.0 0.295
H 6.82664 1.15714 -4.15076 0.0 0.5 -0.4 0.407
H -2.73038 -3.70683 6.32475 -0.3 0.0 -0.3 0.349
H 5.27687 2.07986 0.91637 -0.3 -0.9 -0.4 0.140
H -7.57530 0.49214 -2.75736 -0.5 0.0 0.3 0.344
H 2.02147 -5.78658 0.83843 0.3 0.6 -0.2 0.220
H -5.29586 0.01016 7.32906 -0.5 -0.1 0.0 0.254
H 5.11813 -6.88356 0.57221 0.3 0.4 -0.5 0.187
H 0.70217 6.50667 3.26079 0.8 0.7 -0.4 0.354
H 3.18523 0.36492 -4.20070 0.6 -0.6 0.6 0.358
H 0.68583 0.13403 1.42724 0.1 -0.6 -0.1 0.231
H 0.05043 2.83690 4.36005 0.4 0.2 -0.3 0.353
H 6.46577 2.37534 3.84896 -0.3 0.4 -0.2 0.207
H 3.24798 -4.71984 5.04254 -0.3 0.4 0.1 0.173
H 0.00326 -4.97789 -5.67553 0.1 -0.2 -0.1 0.272
H 3.15618 -2.37061 8.14067 0.1 0.8 -0.3 0.212
H -2.00175 -2.12972 6.32096 -0.2 0.3 0.1 0.344
H -0.55897 6.22293 -3.07646 -0.2 -0.5 0.4 0.205
H -1.02393 -5.98182 -7.56837 -0.5 -0.1 0.0 0.267
H -1.58361 4.08567 4.14844 -0.4 0.0 -0.6 0.311
H -5.38794 -0.99024 4.37188 -0.5 0.3 0.2 0.410
H -0.14627 5.68591 5.30009 0.2 0.5 -0.1 0.178
H -5.03075 1.67978 6.85972 0.5 -0.1 -0.2 0.225
H -1.49617 0.85418 -1.66488 0.2 0.2 0.2 0.205
H 6.40574 -0.25132 -3.27069 -0.9 0.1 0.1 0.271
H -6.87254 3.37432 -3.40438 0.7 -0.2 -0.4 0.270
H -5.23045 0.76155 -6.67783 -0.2 -0.1 0.0 0.322
H 2.96839 7.85145 3.90775 -0.8 0.4 0.0 0.326
H 3.60281 1.13689 -5.59881 -0.3 0.8 0.1 0.332
H 3.26413 -2.97455 4.93302 0.2 -0.5 -0.3 0.160
H -3.71146 -0.88379 4.00700 0.1 0.3 -0.2 0.254
H 1.04247 -3.21198 -6.48456 0.2 0.2 -0.1 0.294
H 2.06792 5.19981 -1.64251 0.9 0.5 0.3 0.197
H -7.13476 0.70315 -5.14117 -0.5 -0.7 1.4 0.436
H 1.77382 5.06844 2.97287 -0.8 -0.4 -0.5 0.347
H -4.54079 -5.40935 -2.02466 0.8 -0.3 -0.6 0.168
H -4.43019 -4.43206 1.06874 0.5 -0.3 -0.1 0.224
H 5.60959 -1.87217 -5.44204 0.0 -0.7 -0.3 0.308
H -5.05210 -3.79463 6.10708 -0.2 -0.5 -0.3 0.270
H 8.79407 -1.30277 -6.16350 -0.5 -0.5 -0.2 0.222
H -2.50694 -5.26495 -6.72705 0.4 -0.7 0.7 0.313
H -9.35788 2.78184 -3.23886 0.4 0.2 0.1 0.210
H -0.28880 3.43736 5.93383 -0.4 0.5 0.0 0.356
H -1.94181 -4.54417 -8.07259 0.8 0.4 -0.3 0.304
H 1.31990 3.58841 5.40477 0.3 -0.6 -0.1 0.386
H 5.77869 -5.43191 -0.22415 0.3 -0.6 0.4 0.229
```
Forces are in eV/Å.

Calculated values
- Electronic energy: -72447.443 eV
- SMILES: COC[C@H](C)N.COC[C@H](C)N.COC[C@H](C)N.COC[C@H](C)N.NC(N)=O.NC(N)=O.NC(N)=O.NC(N)=O.NC(N)=O.NC(N)=O.CCO
- Orbital gap: 0.321 hartree
- ΔE to the lowest compared entry with this formula, charge and spin: 9.003 eV
- Net charge: 0

(2)
ORCA calculation (the ωB97M-V functional and the def2-TZVPD basis) on 3 unconnected molecules or ions with the total composition C7H12.

```
19
Properties=species:S:1:pos:R:3:forces:R:3:mulliken_charge:R:1
C 0.10639 -0.90186 -0.59862 -0.3 0.0 0.2 0.371
C 1.38828 0.89741 0.44129 0.0 0.0 0.0 -0.235
C 0.85570 1.17062 -0.94773 -0.2 0.1 0.0 -0.745
C 0.95301 -0.57185 0.65540 0.0 -0.1 0.0 -1.067
C -1.29979 -0.63933 -0.45343 -0.1 -0.2 0.1 -0.029
C -0.26920 0.38860 -1.27071 0.4 0.2 -0.3 -0.272
C -2.09015 -0.39590 0.81010 0.0 0.0 0.1 -1.383
H 1.82168 -0.15167 -1.64770 0.0 -0.1 0.0 0.149
H -2.44456 -1.35532 1.20659 0.1 0.1 -0.1 0.329
H 2.47459 1.00880 0.49059 -0.2 0.0 0.0 0.298
H -1.51305 0.10516 1.58998 -0.1 -0.1 -0.1 0.310
H 0.39688 -0.70755 1.58737 0.1 0.0 -0.2 0.344
H 0.96253 1.59773 1.17582 0.0 -0.1 -0.1 0.265
H 1.12652 2.06578 -1.50169 -0.1 -0.1 0.1 0.341
H -2.97000 0.21669 0.58920 0.1 -0.1 0.0 0.379
H -0.58115 0.38000 -2.30972 0.0 0.0 0.2 0.256
H 1.32412 -0.98836 -1.49219 0.1 0.1 0.0 -0.082
H -1.94016 -0.94516 -1.28109 0.1 0.1 0.1 0.408
H 1.81196 -1.24508 0.70185 -0.1 0.1 0.0 0.363
```
Forces are in eV/Å.

Calculated values
- Electronic energy: -7447.384 eV
- Orbital gap: 0.314 hartree
- ΔE to the lowest compared entry with this formula, charge and spin: 6.047 eV
- Net charge: 0

(3)
ORCA calculation (the ωB97M-V functional and the def2-TZVPD basis) on a molecular structure, C4H8O2.

```
14
Properties=species:S:1:pos:R:3:forces:R:3:mulliken_charge:R:1
O -1.88880 -0.99445 -1.38365 0.1 1.4 0.2 -0.640
O -1.75968 -0.14638 0.77749 0.2 0.8 -0.3 -0.481
C 0.74967 0.24137 -0.48761 -1.7 2.1 -0.8 0.027
C 1.11986 1.18960 0.60453 0.2 0.0 0.0 -1.181
C 0.30528 -1.10887 -0.18674 -2.6 -0.2 -0.1 -0.810
C -1.21476 -0.48650 -0.48123 1.5 -5.0 1.2 0.739
H 1.12708 2.22393 0.26342 0.1 0.0 0.0 0.338
H 2.12616 0.92648 0.95086 0.0 0.0 0.0 0.345
H 0.40256 -1.42160 0.84649 0.2 -0.1 0.0 0.322
H 0.51188 -1.85575 -0.94394 0.2 -0.1 0.2 0.292
H 0.43412 1.09599 1.44484 0.0 -0.1 0.0 0.310
H 1.22325 0.38424 -1.45625 -0.1 0.2 0.0 0.424
H -0.62373 0.69294 -0.84926 1.9 0.8 0.0 -0.004
H -2.51290 -0.74100 0.90102 0.0 0.2 -0.3 0.318
```
Forces are in eV/Å.

Calculated values
- Electronic energy: -8369.271 eV
- Orbital gap: 0.321 hartree
- ΔE to the lowest compared entry with this formula, charge and spin: 4.011 eV
- Net charge: 0

(4)
ORCA calculation (the ωB97M-V functional and the def2-TZVPD basis) on 12 unconnected molecules or ions with the total composition C6H36N2O11.

```
55
Properties=species:S:1:pos:R:3:forces:R:3:mulliken_charge:R:1
O -2.35448 3.30389 -1.77954 1.2 0.8 0.9 -0.626
O -0.73581 -2.16660 3.13914 1.1 0.0 0.3 -0.610
O 2.35860 -1.08265 -2.84357 -2.3 0.5 -0.2 -0.653
O 2.07883 2.15320 2.09160 -1.9 1.5 -1.1 -0.628
O -1.14222 0.94103 2.41363 3.7 -3.6 0.7 -0.784
O 1.60934 0.27343 3.62881 1.8 1.4 1.5 -0.612
O -2.39146 1.20702 -3.29851 0.4 1.5 -0.3 -0.694
O -4.17148 1.32866 -1.05092 -0.8 0.3 3.1 -0.668
O 3.77237 1.09835 -0.93623 -0.9 2.3 -0.3 -0.637
O -0.32356 -0.33204 -3.23216 2.5 -1.9 -1.2 -0.677
O -0.50501 3.35536 1.42498 -1.6 -3.2 -0.6 -0.718
N -1.31338 -0.05566 -0.42348 1.3 -3.1 0.0 1.135
N 0.75171 -2.98774 -0.95141 -0.8 1.8 0.4 -0.682
C 0.02303 -0.04771 -0.45091 1.6 2.0 1.4 1.299
C 1.50952 -2.06316 0.01654 -0.9 -2.5 1.1 0.549
C 0.84178 -0.83497 0.57504 -0.4 1.3 -1.5 0.944
C 1.81035 -2.88486 1.30771 1.9 -0.9 2.4 -1.472
C -1.94788 -1.22439 0.30955 -3.4 2.7 -2.2 -1.267
C 0.68913 0.97753 -1.14229 -0.2 -0.2 0.1 -2.296
H -1.19810 -0.10095 2.73773 0.3 3.9 -0.8 0.335
H 1.11671 -3.71230 1.34198 0.1 -0.7 -0.4 0.533
H 4.04238 0.24733 -0.70650 0.9 -2.3 0.7 0.299
H 0.18037 -3.75636 -0.54434 0.7 1.0 0.0 0.340
H 0.09480 -2.32710 -1.41274 0.3 -1.1 -0.1 0.127
H 1.79583 -1.90791 -2.72144 1.0 1.3 -0.3 0.349
H -1.59345 -1.12993 1.25054 0.9 -0.4 2.7 0.637
H 3.59879 1.03550 -1.87452 0.3 -0.1 -0.5 0.332
H -0.05779 1.04754 2.32284 -3.7 -0.7 0.6 0.258
H -2.66237 3.39668 -0.87013 0.0 0.5 -0.1 0.331
H 1.54632 -2.49098 2.41915 1.3 0.3 -2.9 0.201
H 2.59007 0.56251 3.52167 -2.5 -0.8 0.0 0.322
H -2.76215 0.55192 -3.84510 -1.1 -1.8 -1.1 0.277
H 2.89114 -3.31143 1.43656 -2.0 0.8 -0.5 0.292
H 1.65827 -0.37292 -3.05585 1.7 -2.1 0.4 0.403
H -1.79896 -2.19681 -0.11156 0.2 -0.3 -0.5 0.295
H -3.56312 1.24807 -0.28283 -0.9 0.2 -0.4 0.367
H -1.00415 2.77733 2.10598 0.8 1.6 -1.1 0.466
H -0.65467 2.70925 0.63706 0.5 2.0 1.6 0.298
H 0.09119 -0.96889 1.27695 -0.7 -1.3 1.7 -1.028
H 1.76042 1.13016 -1.12392 0.0 -0.4 0.3 0.394
H -0.02420 0.47518 -3.63424 -0.3 0.6 -0.4 0.368
H -3.63683 1.06695 -1.74770 1.2 -0.9 -2.5 0.313
H 0.09796 1.69867 -1.63325 -0.7 0.9 -0.6 0.369
H 2.16974 2.40058 1.14547 0.3 0.0 0.8 0.285
H 1.63357 -0.29680 1.15673 -0.7 0.4 -1.1 0.185
H 2.32582 -1.75094 -0.61279 0.7 0.0 0.5 0.408
H -1.08850 -0.15184 -2.75811 -1.9 0.8 0.6 0.153
H 1.19889 2.62112 2.30913 1.9 -0.6 -0.6 0.356
H -1.77497 0.35038 -1.22075 -0.4 0.5 0.2 0.178
H -2.17844 1.87022 -3.98859 0.1 0.1 0.9 0.298
H 1.29831 1.01453 4.22634 0.3 -1.4 -0.8 0.323
H -3.04851 -0.95146 0.40767 1.3 -0.7 -0.4 0.230
H 0.22678 -2.43061 3.09837 -1.7 0.5 0.2 0.147
H -0.88329 -1.96814 4.07641 0.0 -0.2 -0.1 0.314
H -2.94720 2.66281 -2.12420 -0.9 -0.4 -0.5 0.344
```
Forces are in eV/Å.

Calculated values
- Electronic energy: -32297.439 eV
- Orbital gap (alpha / beta): 0.362 / 0.256 hartree
- ΔE to the lowest compared entry with this formula, charge and spin: 2.244 eV
- Spin multiplicity: 2
- Net charge: +1

(5)
ORCA calculation (the ωB97M-V functional and the def2-TZVPD basis) on a single C5H6N2O molecule.

```
14
Properties=species:S:1:pos:R:3:forces:R:3:mulliken_charge:R:1
O -1.02457 -1.36332 -0.15371 -1.1 0.1 0.1 -0.319
N 0.15798 -0.77204 0.27781 -0.1 -1.2 0.2 0.145
N 2.31706 -0.41692 -0.17041 -0.4 -0.5 0.4 -0.512
C 0.11147 0.56530 -0.00362 0.5 1.5 0.3 0.054
C 1.40109 -1.29216 -0.01648 0.5 -0.4 -0.8 -0.076
C -1.17251 0.99876 -0.11743 1.9 -1.1 0.1 -0.484
C -1.98524 -0.27332 0.00457 -1.3 -0.2 0.4 -0.297
C 1.65552 0.85103 0.02437 -1.2 1.8 -0.1 -0.340
H 1.98777 1.56987 -0.73660 -0.2 -0.1 0.4 0.334
H 1.58325 -2.35694 -0.13296 -0.3 0.1 0.2 0.401
H 1.84522 1.25092 1.03626 0.3 0.0 -0.4 0.234
H -1.56490 1.99731 -0.19308 0.1 0.0 -0.2 0.397
H -2.57893 -0.37433 0.97288 1.0 0.0 -0.7 0.196
H -2.73321 -0.38416 -0.79160 0.3 -0.1 0.1 0.268
```
Forces are in eV/Å.

Calculated values
- Electronic energy: -10306.504 eV
- SMILES: C1=NCC2=CCON12
- Orbital gap: 0.329 hartree
- ΔE to the lowest compared entry with this formula, charge and spin: 3.100 eV
- Net charge: 0

Number 1: maximum force 8.7 eV/Å. Number 2: maximum force 0.5 eV/Å. Number 3: maximum force 5.3 eV/Å. Number 4: maximum force 5.3 eV/Å. Number 5: maximum force 2.2 eV/Å.